{
  "formula": "C36H73NO3",
  "method": "wB97M-V/def2-TZVPD",
  "energy_ev": -46144.937,
  "gap_ev": 9.02,
  "smiles": "Cc1ccc(C(C)C)c(OCNC(=O)O)c1.CCCCCC.CCCCCC.CCCCCC.CCCCCC",
  "e_above_lowest_ev": 5.655,
  "lumo_energy_ev": 0.61,
  "symbols": ["C", "C", "C", "C", "C", "C", "C", "C", "C", "O", "C", "N", "C", "O", "O", "C", "H", "H", "H", "H", "H", "H", "H", "H", "H", "H", "H", "H", "H", "H", "H", "H", "H", "C", "C", "C", "C", "C", "C", "H", "H", "H", "H", "H", "H", "H", "H", "H", "H", "H", "H", "H", "H", "C", "C", "C", "C", "C", "C", "H", "H", "H", "H", "H", "H", "H", "H", "H", "H", "H", "H", "H", "H", "C", "C", "C", "C", "C", "C", "H", "H", "H", "H", "H", "H", "H", "H", "H", "H", "H", "H", "H", "H", "C", "C", "C", "C", "C", "C", "H", "H", "H", "H", "H", "H", "H", "H", "H", "H", "H", "H", "H", "H"],
  "xyz": [[-2.725, -4.981, 0.391], [-4.034, -4.151, -0.004], [-4.144, -2.671, 0.451], [-5.452, -1.844, 0.102], [-6.651, -2.456, -0.703], [-7.887, -1.498, -1.012], [-8.036, -0.280, 0.064], [-9.317, -2.226, -1.060], [-6.514, -3.934, -1.164], [-7.543, -4.562, -1.926], [-7.925, -5.853, -1.388], [-9.401, -6.037, -1.432], [-10.062, -5.616, -0.204], [-9.603, -5.684, 0.959], [-11.405, -5.123, -0.347], [-5.207, -4.737, -0.817], [-2.852, -6.028, -0.056], [-1.782, -4.495, -0.023], [-2.650, -5.102, 1.535], [-3.304, -2.168, 1.031], [-5.432, -0.750, 0.462], [-7.663, -0.969, -2.015], [-7.946, -0.658, 1.153], [-9.047, 0.246, -0.022], [-7.199, 0.503, -0.052], [-9.445, -2.636, -2.134], [-10.123, -1.404, -0.950], [-9.467, -3.045, -0.282], [-7.497, -6.095, -0.360], [-7.482, -6.645, -2.108], [-9.728, -5.407, -2.194], [-11.495, -4.526, 0.441], [-5.133, -5.831, -1.163], [-1.670, -8.659, 2.058], [-1.199, -8.758, 0.614], [-0.581, -10.116, 0.277], [0.682, -10.472, 1.065], [1.831, -9.470, 0.940], [2.356, -9.332, -0.483], [-0.843, -8.765, 2.764], [-2.129, -7.682, 2.238], [-2.417, -9.426, 2.278], [-0.492, -7.951, 0.401], [-2.058, -8.593, -0.046], [-0.363, -10.146, -0.797], [-1.329, -10.898, 0.450], [1.032, -11.456, 0.731], [0.431, -10.587, 2.125], [2.652, -9.800, 1.585], [1.525, -8.487, 1.315], [2.715, -10.295, -0.859], [3.193, -8.628, -0.509], [1.589, -8.959, -1.163], [-2.708, 1.265, 0.188], [-1.217, 1.344, 0.481], [-0.841, 0.755, 1.842], [-1.457, 1.462, 3.052], [-1.140, 2.953, 3.164], [0.345, 3.241, 3.332], [-3.294, 1.843, 0.907], [-2.916, 1.673, -0.806], [-3.052, 0.228, 0.207], [-0.881, 2.383, 0.407], [-0.678, 0.793, -0.298], [0.251, 0.754, 1.935], [-1.143, -0.299, 1.866], [-1.110, 0.956, 3.961], [-2.545, 1.334, 3.036], [-1.674, 3.358, 4.030], [-1.522, 3.493, 2.290], [0.737, 2.751, 4.229], [0.511, 4.317, 3.436], [0.923, 2.899, 2.471], [4.920, 8.241, 0.328], [3.667, 7.862, -0.448], [2.427, 7.737, 0.439], [2.498, 6.647, 1.511], [2.754, 5.234, 0.985], [1.650, 4.725, 0.068], [5.187, 7.480, 1.065], [5.768, 8.344, -0.356], [4.786, 9.195, 0.844], [3.840, 6.932, -0.997], [3.478, 8.632, -1.204], [1.553, 7.566, -0.200], [2.249, 8.699, 0.935], [1.555, 6.651, 2.072], [3.279, 6.898, 2.237], [2.838, 4.554, 1.840], [3.715, 5.187, 0.463], [0.687, 4.716, 0.588], [1.869, 3.703, -0.254], [1.554, 5.340, -0.829], [11.034, 4.790, -3.123], [11.014, 6.312, -3.141], [10.572, 6.922, -1.810], [9.147, 6.575, -1.373], [8.050, 6.958, -2.368], [7.964, 8.457, -2.619], [10.040, 4.373, -2.948], [11.383, 4.408, -4.087], [11.710, 4.418, -2.349], [10.372, 6.663, -3.955], [12.022, 6.673, -3.371], [10.682, 8.011, -1.868], [11.264, 6.595, -1.024], [8.947, 7.073, -0.416], [9.078, 5.501, -1.171], [7.088, 6.614, -1.974], [8.195, 6.434, -3.319], [7.768, 8.996, -1.687], [7.147, 8.676, -3.312], [8.884, 8.847, -3.058]],
  "atomic_forces_ev_per_a": [[-1.227, -0.272, -0.264], [-2.431, 2.481, -0.401], [-3.600, -1.355, -2.211], [1.372, -3.441, -0.776], [2.773, -1.157, 1.033], [-0.182, 0.619, 0.626], [0.838, -0.184, 0.572], [0.021, 0.598, -1.442], [2.940, 1.662, 1.902], [1.145, 0.332, 2.176], [0.896, -2.230, -0.749], [-0.463, 2.577, 1.578], [-0.123, 0.170, 2.642], [-0.831, 0.087, -4.055], [2.646, -0.138, -0.020], [-0.225, 2.447, 0.990], [0.416, 1.436, 0.626], [-1.305, -0.624, 0.589], [-0.098, 0.340, -1.817], [-1.290, -0.798, -0.861], [-0.357, -2.022, -0.759], [-0.558, -1.041, 1.395], [-0.214, 0.388, -1.739], [1.457, -0.788, -0.144], [-1.342, -1.148, 0.026], [0.047, 0.275, 1.914], [1.232, -1.468, -0.016], [0.382, 1.213, -1.012], [-0.832, 0.788, -1.224], [-0.776, 1.252, 1.069], [-0.101, -0.915, 0.574], [-0.018, -0.992, -0.750], [-0.154, 1.910, 0.548], [-0.045, 0.269, 0.020], [-0.056, -0.134, -0.006], [0.007, 0.002, -0.185], [-0.009, -0.002, 0.131], [0.005, -0.104, 0.013], [0.122, 0.143, 0.020], [-0.049, -0.039, -0.010], [0.002, -0.110, 0.061], [0.064, 0.002, 0.034], [0.008, -0.037, -0.020], [0.085, -0.005, -0.002], [0.007, -0.018, 0.078], [0.034, 0.062, -0.002], [-0.010, 0.075, 0.020], [-0.014, -0.007, -0.058], [-0.074, 0.039, 0.007], [-0.018, -0.068, 0.003], [-0.057, 0.059, -0.021], [-0.052, -0.072, -0.077], [0.034, -0.036, -0.013], [-0.008, 0.166, -0.200], [0.020, -0.136, 0.060], [0.173, 0.012, -0.018], [-0.128, -0.008, 0.004], [-0.018, -0.066, 0.078], [0.005, 0.178, -0.006], [-0.004, -0.055, -0.003], [-0.076, -0.085, 0.088], [-0.037, 0.045, 0.012], [0.027, -0.026, 0.035], [0.001, 0.066, 0.063], [-0.075, -0.004, 0.024], [0.010, 0.052, -0.016], [-0.020, 0.051, -0.054], [0.052, -0.021, -0.009], [-0.016, -0.021, -0.079], [-0.007, -0.058, 0.028], [0.014, 0.003, -0.078], [0.081, -0.083, 0.000], [0.018, 0.000, 0.040], [0.197, -0.056, -0.188], [-0.087, 0.110, 0.066], [-0.134, -0.009, -0.119], [0.099, 0.003, 0.086], [-0.051, 0.030, 0.093], [0.076, -0.163, -0.063], [-0.015, 0.059, 0.014], [-0.021, 0.027, 0.116], [0.012, -0.060, 0.039], [-0.039, 0.005, 0.019], [-0.012, -0.088, 0.025], [0.044, -0.002, 0.067], [0.027, -0.051, -0.037], [0.055, -0.021, -0.037], [-0.044, 0.015, -0.034], [0.042, 0.055, -0.034], [-0.037, 0.040, 0.043], [0.021, 0.033, -0.057], [-0.098, 0.061, -0.017], [-0.041, -0.022, 0.023], [0.024, -0.056, -0.269], [0.073, 0.015, 0.138], [0.041, 0.170, -0.024], [-0.031, -0.125, 0.022], [0.000, -0.007, 0.107], [-0.134, 0.003, -0.146], [0.051, -0.005, 0.039], [-0.022, -0.044, 0.118], [-0.072, -0.012, 0.005], [0.000, 0.020, 0.042], [-0.092, 0.019, 0.001], [-0.028, -0.071, 0.026], [-0.035, 0.009, -0.059], [-0.006, -0.026, -0.069], [0.029, 0.050, 0.002], [0.055, -0.036, -0.032], [0.015, -0.001, 0.069], [0.066, 0.009, -0.059], [0.070, 0.069, 0.065], [-0.028, 0.025, 0.038]]
}


{
  "formula": "C36H73O16P3S",
  "method": "wB97M-V/def2-TZVPD",
  "energy_ev": -109966.359,
  "gap_ev": 5.70,
  "smiles": "CCCCCCCCCC[C@]1(Cc2ccccc2C)COS(=O)(=O)[C@@H](CCCCOC)C1.COP(=O)(OC)OC.COP(=O)(OC)OC.COP(=O)(OC)OC",
  "lumo_energy_ev": -2.85,
  "symbols": ["C", "C", "C", "C", "C", "C", "C", "C", "C", "C", "C", "C", "C", "C", "C", "C", "C", "C", "C", "C", "O", "S", "O", "O", "C", "C", "C", "C", "C", "O", "C", "C", "H", "H", "H", "H", "H", "H", "H", "H", "H", "H", "H", "H", "H", "H", "H", "H", "H", "H", "H", "H", "H", "H", "H", "H", "H", "H", "H", "H", "H", "H", "H", "H", "H", "H", "H", "H", "H", "H", "H", "H", "H", "H", "H", "H", "H", "H", "C", "O", "P", "O", "O", "C", "O", "C", "H", "H", "H", "H", "H", "H", "H", "H", "H", "C", "O", "P", "O", "O", "C", "O", "C", "H", "H", "H", "H", "H", "H", "H", "H", "H", "C", "O", "P", "O", "O", "C", "O", "C", "H", "H", "H", "H", "H", "H", "H", "H", "H"],
  "xyz": [[8.799, 1.943, -0.060], [7.876, 0.884, 0.695], [7.322, -0.206, -0.318], [6.660, -1.415, 0.474], [5.133, -1.109, 0.779], [4.142, -2.084, 0.001], [3.009, -1.272, -0.746], [1.590, -1.322, 0.000], [0.574, -2.030, -1.010], [-0.811, -2.280, -0.274], [-2.042, -1.543, -0.951], [-3.440, -1.980, -0.382], [-3.660, -1.741, 1.142], [-2.781, -1.033, 2.055], [-3.118, -0.915, 3.483], [-4.331, -1.496, 4.025], [-5.265, -2.179, 3.124], [-4.917, -2.287, 1.718], [-5.930, -3.019, 0.768], [-2.003, -2.024, -2.482], [-3.278, -1.903, -3.150], [-3.591, -0.289, -3.315], [-3.496, 0.055, -4.738], [-5.001, -0.115, -2.944], [-2.455, 0.727, -2.295], [-3.054, 2.166, -1.979], [-4.272, 2.132, -0.971], [-4.014, 2.878, 0.387], [-3.926, 4.444, 0.226], [-2.533, 4.787, 0.208], [-2.332, 6.113, -0.291], [-1.903, 0.028, -0.987], [8.305, 2.950, -0.053], [8.951, 1.647, -1.132], [9.786, 2.069, 0.467], [7.040, 1.462, 1.175], [8.508, 0.420, 1.500], [6.539, 0.258, -0.982], [8.191, -0.515, -0.953], [6.799, -2.356, -0.114], [7.181, -1.490, 1.464], [4.880, -1.117, 1.871], [4.940, -0.067, 0.390], [3.720, -2.883, 0.664], [4.741, -2.628, -0.787], [2.892, -1.748, -1.762], [3.280, -0.202, -0.946], [1.649, -1.844, 0.986], [1.308, -0.243, 0.173], [1.043, -3.027, -1.228], [0.522, -1.354, -1.896], [-0.668, -2.018, 0.799], [-1.049, -3.380, -0.356], [-4.309, -1.504, -0.914], [-3.537, -3.088, -0.587], [-1.830, -0.594, 1.687], [-2.408, -0.394, 4.165], [-4.591, -1.449, 5.103], [-6.228, -2.621, 3.460], [-5.437, -3.571, -0.066], [-6.543, -2.203, 0.278], [-6.659, -3.633, 1.353], [-1.199, -1.522, -3.077], [-1.719, -3.114, -2.434], [-1.557, 0.933, -2.945], [-3.282, 2.704, -2.941], [-2.224, 2.746, -1.483], [-5.179, 2.534, -1.502], [-4.519, 1.062, -0.720], [-4.892, 2.659, 1.056], [-3.097, 2.497, 0.902], [-4.479, 4.726, -0.708], [-4.407, 4.918, 1.129], [-3.056, 6.827, 0.179], [-2.355, 6.142, -1.411], [-1.296, 6.419, 0.024], [-0.801, 0.274, -0.938], [-2.338, 0.506, -0.065], [13.763, 2.358, 3.877], [13.199, 3.661, 3.764], [12.820, 4.227, 2.210], [12.019, 3.021, 1.797], [14.395, 4.088, 1.746], [15.386, 4.843, 2.441], [12.477, 5.070, 0.761], [12.449, 6.498, 0.875], [13.069, 1.726, 4.432], [13.977, 1.901, 2.913], [14.696, 2.438, 4.440], [16.156, 4.163, 2.808], [14.967, 5.393, 3.285], [15.846, 5.551, 1.749], [13.416, 6.876, 1.220], [11.665, 6.804, 1.571], [12.232, 6.920, -0.105], [-3.468, -7.240, -7.202], [-3.787, -6.015, -7.851], [-2.529, -4.907, -8.114], [-1.595, -5.885, -8.773], [-2.233, -4.790, -6.500], [-3.277, -4.327, -5.643], [-1.498, -3.573, -8.405], [-2.158, -2.310, -8.562], [-3.651, -8.060, -7.897], [-2.436, -7.282, -6.856], [-4.129, -7.352, -6.340], [-3.442, -5.064, -4.855], [-4.212, -4.168, -6.183], [-2.970, -3.387, -5.182], [-2.727, -2.058, -7.662], [-2.829, -2.341, -9.424], [-1.404, -1.543, -8.732], [-10.991, -1.230, 4.020], [-10.092, -0.129, 3.929], [-8.845, -0.022, 5.082], [-8.395, -1.449, 4.851], [-9.959, 0.051, 6.295], [-10.855, 1.161, 6.339], [-7.593, 0.213, 6.230], [-7.104, 1.555, 6.339], [-10.881, -1.843, 3.125], [-10.825, -1.844, 4.903], [-12.010, -0.837, 4.056], [-11.880, 0.788, 6.359], [-10.734, 1.822, 5.479], [-10.673, 1.730, 7.253], [-7.910, 2.236, 6.630], [-6.677, 1.878, 5.387], [-6.325, 1.580, 7.099]],
  "atomic_forces_ev_per_a": [[-0.300, 0.145, 0.413], [0.347, 0.586, -0.846], [0.019, 0.183, 1.073], [-0.003, 0.881, 0.250], [-0.184, -0.331, -0.660], [0.603, 0.776, -0.614], [-0.527, -0.899, 0.234], [0.620, 0.524, -1.607], [0.335, 0.255, 2.103], [-0.263, -0.121, -0.861], [-0.157, 0.400, -1.114], [0.320, -0.281, 0.739], [-0.966, -0.023, 2.120], [-1.643, -0.828, 0.810], [-1.027, -0.937, -1.074], [-0.011, -0.268, -2.063], [2.315, 0.954, -1.127], [0.500, -0.042, 0.337], [-0.080, 1.400, 0.318], [1.140, -1.294, 1.229], [1.021, 2.082, 0.693], [-4.553, 0.728, -3.245], [1.833, -0.522, 1.728], [2.065, -0.483, 1.244], [1.409, 0.645, 0.600], [-0.165, -0.259, 0.160], [0.008, -0.391, -0.022], [-0.815, 0.380, -0.341], [0.023, -1.305, 0.773], [-0.757, 0.685, -0.711], [0.884, 0.189, 0.396], [0.500, 0.026, 0.552], [0.454, -0.838, -0.132], [0.033, 0.262, 0.977], [-0.912, -0.179, -0.707], [0.659, -0.821, -0.266], [-0.814, 0.148, -0.712], [0.863, -0.394, 0.476], [-0.787, 0.001, 0.499], [-0.266, 0.632, 0.660], [-0.178, -0.253, -0.993], [0.431, 0.025, -0.896], [0.092, -0.981, 0.597], [0.227, 0.792, -0.498], [-0.538, 0.547, 0.809], [-0.063, 0.511, 0.944], [0.065, -0.995, 0.342], [-0.061, 0.319, -0.830], [-0.159, -1.149, 0.061], [-0.494, 1.033, -0.307], [-0.027, -0.865, 0.482], [-0.398, -0.276, -0.852], [0.184, 1.045, 0.374], [0.981, -0.311, 0.293], [0.082, 1.047, 0.257], [-0.835, -0.321, 0.455], [-0.650, -0.465, -0.661], [0.383, 0.116, -0.894], [0.898, 0.491, -0.051], [-0.472, 0.153, 0.890], [0.540, -0.853, 0.324], [0.831, 0.304, -0.555], [-0.704, -0.263, 0.464], [-0.628, 0.971, -0.445], [-1.117, -0.572, 0.234], [0.074, -0.640, 0.945], [-0.556, -0.680, -0.567], [0.792, -0.316, 0.698], [0.206, 1.002, -0.344], [0.831, 0.107, -0.560], [-0.668, 0.367, -0.430], [0.588, 0.101, 0.664], [0.351, -0.156, -0.957], [0.461, -0.484, -0.575], [-0.315, 0.036, 0.846], [-0.989, -0.275, -0.295], [-1.081, -0.164, -0.155], [0.160, -0.564, -1.067], [0.393, -0.405, -0.163], [-1.174, 3.527, 0.550], [1.757, -8.054, -3.628], [-0.381, 1.167, 0.454], [-0.161, 1.042, 0.368], [0.278, 0.002, -0.084], [-0.600, 2.069, 2.819], [0.069, 0.231, -0.225], [-0.087, 0.114, -0.087], [-0.141, 0.093, 0.013], [-0.054, 0.098, 0.019], [-0.044, 0.034, 0.031], [0.110, -0.074, 0.057], [-0.021, -0.025, 0.005], [-0.019, 0.116, -0.059], [0.006, 0.156, -0.108], [0.036, -0.117, 0.027], [0.246, -0.271, 0.433], [-1.660, 3.012, -1.419], [6.254, -5.854, 2.583], [-0.839, 0.890, -0.433], [-0.724, 0.708, -0.356], [0.054, 0.118, 0.327], [-3.339, 0.708, -0.962], [0.064, 0.330, 0.114], [0.053, 0.130, -0.084], [-0.026, 0.076, -0.150], [-0.049, 0.079, -0.060], [-0.045, -0.003, -0.060], [-0.039, -0.073, 0.125], [-0.041, -0.018, -0.044], [0.020, 0.144, -0.025], [0.043, 0.177, -0.003], [0.016, -0.117, 0.045], [-0.393, -0.277, 0.349], [1.481, 3.396, -0.929], [-2.287, -8.841, 2.861], [0.662, 1.049, -0.509], [0.350, 1.237, -0.161], [-0.210, 0.045, 0.201], [0.012, 2.902, -2.094], [0.119, 0.131, 0.259], [0.154, 0.076, 0.028], [0.124, 0.064, -0.084], [0.051, 0.077, -0.043], [0.037, 0.026, -0.051], [-0.145, -0.033, -0.003], [0.010, -0.023, -0.024], [0.085, 0.089, 0.063], [0.109, 0.102, 0.111], [-0.081, -0.084, -0.018]]
}